Density functional theory data (ωB97M-V/def2-TZVPD) for a 2-piece molecular cluster, C2H8N3O overall at a distorted geometry.

XYZ file:
```
14
Properties=species:S:1:pos:R:3:lowdin_charge:R:1
O -2.315 0.154 0.162 -0.025
N 1.029 0.749 -0.046 -0.041
N 2.093 -1.249 0.080 0.084
N -0.118 1.675 -0.019 0.175
C -2.345 -1.016 -0.095 -0.069
C 0.917 -0.694 -0.097 -0.109
H 2.184 -2.199 0.049 0.064
H -0.029 2.237 -0.890 0.182
H 2.948 -0.652 0.252 0.145
H 1.833 1.061 0.335 0.070
H -0.104 2.089 0.834 0.108
H -3.363 -1.568 0.241 0.148
H -1.558 -1.641 -0.674 0.100
H -1.173 1.055 -0.129 0.167
```

The orbital gap is 0.3698 hartree. As for the charge: +1. Its HOMO energy is -13.4 eV. For the relative energy (zero: lowest compared OMol25 entry of this formula, charge and spin), the calculation gives 125.9 kcal per mole.

---

Density functional theory data (ωB97M-V/def2-TZVPD) for one molecule with the formula C5H8N4OS at a distorted geometry.

XYZ file:
```
19
Properties=species:S:1:pos:R:3:lowdin_charge:R:1
S 2.604 -1.558 0.194 1.037
O -1.769 1.366 1.103 -0.136
N 2.727 -2.674 -1.046 -0.376
N 0.836 -1.585 -1.770 0.051
N 1.840 -2.582 -1.964 -0.091
N 0.487 0.104 -0.200 -0.166
C -1.777 1.038 -0.313 -0.181
C 0.546 0.514 1.230 -0.126
C 1.261 -1.030 -0.665 -0.665
C -0.426 0.877 -1.075 -0.128
C -0.954 0.347 1.690 -0.189
H 0.852 1.572 1.331 0.128
H -0.627 0.210 -1.985 0.128
H 0.123 1.864 -1.354 0.144
H 1.285 -0.160 1.739 0.080
H -2.230 0.048 -0.342 0.110
H -1.011 0.539 2.781 0.130
H -2.509 1.751 -0.809 0.142
H -1.258 -0.642 1.454 0.108
```

The orbital gap is 0.3409 hartree. Its HOMO energy is -8.8 eV. For the relative energy (zero: lowest compared OMol25 entry of this formula, charge and spin), the calculation gives 86.1 kcal per mole.

---

Density functional theory data (ωB97M-V/def2-TZVPD) for one molecule with the formula C4H10N2O4S2 at a distorted geometry.

XYZ file:
```
22
Properties=species:S:1:pos:R:3:lowdin_charge:R:1
S 1.653 -0.758 -0.186 0.652
S -1.700 -0.665 -0.125 0.586
O 1.087 -2.091 -0.408 -0.335
O -1.088 -0.807 1.192 -0.322
O 3.006 -0.566 -0.725 -0.309
O -3.055 -0.142 -0.089 -0.302
N -0.933 0.445 -1.046 -0.135
N 0.709 0.308 -1.053 -0.148
C -0.770 1.686 -0.230 -0.153
C 0.730 1.716 -0.717 -0.190
C 1.957 -0.352 1.556 -0.083
C -1.718 -2.049 -1.262 -0.111
H 0.989 -0.334 2.073 0.066
H -0.823 1.533 0.947 0.154
H 1.007 2.385 -1.700 0.175
H 2.601 0.419 1.490 0.023
H -1.344 2.576 -0.533 0.117
H -2.662 -2.664 -0.958 0.120
H -2.039 -1.576 -2.150 0.045
H 2.412 -1.206 1.909 0.047
H -0.688 -2.451 -1.190 0.043
H 1.339 2.097 -0.009 0.059
```

The orbital gap is 0.4009 hartree. Its HOMO energy is -10.6 eV. For the relative energy (zero: lowest compared OMol25 entry of this formula, charge and spin), the calculation gives 58.9 kcal per mole.

---

Density functional theory data (ωB97M-V/def2-TZVPD) for C11H23CaN3OP2 as an isolated structure at a distorted geometry.

XYZ file:
```
41
Properties=species:S:1:pos:R:3:mulliken_spin:R:1
Ca -0.616 -0.347 0.424 -0.025
P 0.132 0.532 2.696 0.053
P -2.094 1.472 -0.494 0.003
O 0.535 1.589 -0.201 0.011
N -0.447 -0.865 -1.662 0.001
N 1.233 -1.438 0.512 0.408
N -2.113 -1.763 1.145 0.002
C 0.296 -2.108 -1.670 0.017
C 1.772 1.523 -0.886 -0.003
C 1.745 2.627 -1.919 0.001
C -0.945 -0.112 -2.539 0.002
C 1.817 -1.423 1.689 -0.020
C 1.408 -0.609 2.785 0.499
C -3.042 -1.959 1.801 0.000
C 2.852 1.672 0.165 -0.006
C -4.165 -2.184 2.647 0.000
C 1.531 -2.041 -0.750 -0.063
C -1.704 1.178 -2.259 0.000
H 0.488 1.892 2.603 0.043
H -0.918 0.360 3.646 0.009
H 2.677 -2.125 1.752 0.002
H -1.108 2.040 -2.584 0.000
H 1.480 3.560 -1.423 0.000
H -2.671 1.145 -2.779 0.000
H 1.938 -0.729 3.719 0.005
H -0.807 -0.437 -3.580 0.000
H -4.908 -2.763 2.106 0.000
H 2.739 2.643 0.648 -0.001
H -0.391 -2.881 -1.300 0.002
H 1.865 -3.056 -0.528 0.020
H 2.724 2.711 -2.369 0.000
H -1.804 2.825 -0.141 0.000
H -3.826 -2.723 3.530 0.000
H 1.897 0.543 -1.396 0.002
H -3.509 1.256 -0.321 0.000
H 2.323 -1.464 -1.246 0.028
H 3.824 1.614 -0.304 0.000
H -4.580 -1.219 2.940 0.000
H 1.001 2.422 -2.691 0.000
H 2.788 0.905 0.943 0.013
H 0.583 -2.264 -2.706 -0.001
```

The orbital gap (spin up / spin down) is 0.2861 / 0.1806 hartree. As for the charge: +1. As for the spin multiplicity: 2. Its HOMO energy (spin up / spin down) is -10.3 / -10.3 eV. The expectation value of S² is 0.78. For the relative energy (zero: lowest compared OMol25 entry of this formula, charge and spin), the calculation gives 90.1 kcal per mole.

---

Density functional theory data (ωB97M-V/def2-TZVPD) for C6H6INO2 as an isolated structure at a distorted geometry.

XYZ file:
```
16
Properties=species:S:1:pos:R:3:lowdin_charge:R:1
I -0.574 1.464 2.072 0.851
O -1.213 2.459 -1.156 0.071
O 0.820 2.855 -0.669 0.070
N -0.159 2.154 -0.639 -0.489
C -0.960 -1.404 0.292 -0.081
C 1.440 -1.085 0.263 -0.060
C 1.386 0.240 -0.055 -0.034
C 0.266 -1.835 0.673 -0.107
C -0.013 0.835 -0.062 -0.611
C -1.071 -0.103 -0.496 -0.216
H 2.309 -1.606 0.280 0.075
H 0.324 -2.797 1.183 0.108
H -0.815 -0.264 -1.495 0.126
H -1.999 0.330 -0.423 0.082
H -1.954 -1.957 0.563 0.147
H 2.214 0.715 -0.331 0.068
```

The orbital gap is 0.2978 hartree. Its HOMO energy is -9.2 eV. For the relative energy (zero: lowest compared OMol25 entry of this formula, charge and spin), the calculation gives 75.9 kcal per mole.

---

Density functional theory data (ωB97M-V/def2-TZVPD) for a 3-piece molecular cluster, C5H11N3 overall at a distorted geometry.

XYZ file:
```
19
Properties=species:S:1:pos:R:3:lowdin_charge:R:1
N -2.367 2.634 0.137 -0.026
N -0.568 -0.340 2.060 0.163
N 0.346 -2.183 0.131 -0.005
C -1.596 2.371 1.096 -0.181
C -0.127 0.810 -0.146 -0.065
C 0.487 -1.092 -0.788 -0.312
C -0.546 0.368 1.078 -0.273
C 1.903 -0.867 -1.247 -0.123
H -0.887 1.070 -0.873 0.071
H 1.208 -2.677 0.351 0.090
H 2.348 -1.770 -1.690 0.073
H -0.193 -1.287 1.834 0.065
H -0.231 -1.167 -1.605 0.106
H -3.073 3.362 0.313 0.032
H 2.542 -0.581 -0.405 0.078
H -0.354 -2.856 -0.158 0.090
H 0.786 1.390 -0.163 0.105
H -1.633 2.895 2.072 0.039
H 1.954 -0.078 -1.996 0.074
```

The orbital gap (spin up / spin down) is 0.2610 / 0.2609 hartree. Its HOMO energy (spin up / spin down) is -6.3 / -6.3 eV. For the relative energy (zero: lowest compared OMol25 entry of this formula, charge and spin), the calculation gives 140.5 kcal per mole.

---

Density functional theory data (ωB97M-V/def2-TZVPD) for one molecule with the formula C13H20BrNO2.

XYZ file:
```
37
Properties=species:S:1:pos:R:3:lowdin_charge:R:1
Br 1.191 2.739 -1.061 0.782
O -1.087 0.942 -1.255 -0.105
O 0.203 -1.263 2.517 -0.188
N -1.885 0.554 1.913 -0.070
C 1.238 -0.736 1.724 -0.102
C -0.933 0.893 2.944 -0.219
C 2.382 0.361 -2.101 -0.088
C 1.194 -1.668 -2.493 -0.042
C -2.404 1.676 1.161 -0.236
C 3.663 -1.599 -2.988 -0.053
C -3.143 1.177 -0.083 -0.147
C 1.208 0.944 -1.681 -0.593
C -2.256 0.235 -0.892 -0.207
C 0.012 -1.078 -2.077 -0.006
C 2.389 -0.966 -2.517 -0.288
C -0.004 0.249 -1.665 -0.338
C -0.287 -0.384 3.499 -0.227
H -0.167 1.531 2.493 0.112
H 3.567 -2.681 -3.024 0.074
H -1.372 1.452 3.791 0.120
H -2.785 -0.109 -1.792 0.130
H 3.910 -1.244 -3.989 0.083
H -4.047 0.636 0.202 0.114
H 4.489 -1.339 -2.329 0.079
H -1.032 -0.970 4.044 0.121
H -2.641 -0.004 2.298 0.128
H 2.057 -0.349 2.344 0.094
H 0.880 0.062 1.068 0.067
H 1.605 -1.558 1.112 0.092
H 0.518 -0.097 4.196 0.120
H -1.987 -0.627 -0.270 0.123
H 1.178 -2.701 -2.808 0.112
H -3.424 2.034 -0.696 0.116
H 3.296 0.936 -2.097 0.110
H -3.075 2.325 1.751 0.118
H -0.899 -1.655 -2.078 0.110
H -1.552 2.281 0.840 0.102
```

The orbital gap is 0.3373 hartree. Its HOMO energy is -8.3 eV. For the relative energy (zero: lowest compared OMol25 entry of this formula, charge and spin), the calculation gives 0.0 kcal per mole.

---

Density functional theory data (ωB97M-V/def2-TZVPD) for a 7-piece molecular cluster, C38H84Cl2FN4O8S6 overall at a distorted geometry.

XYZ file:
```
143
Properties=species:S:1:pos:R:3:lowdin_charge:R:1
Cl 0.487 -0.748 3.592 0.776
Cl 1.147 3.360 2.701 0.874
S 1.009 8.286 2.557 0.844
S -1.503 -4.397 8.394 0.807
S 6.013 -4.081 -5.987 0.803
S -6.846 -5.341 -1.318 0.801
S 1.375 -0.009 8.223 0.823
S 3.162 -0.635 -5.215 0.791
F 3.812 2.583 1.883 0.003
O -5.945 -4.646 -0.357 -0.556
O 0.557 7.352 1.482 -0.555
O 2.366 -4.523 0.189 0.156
O 3.314 0.823 -4.922 -0.571
O -0.600 -3.856 9.446 -0.556
O 4.807 -3.957 -6.853 -0.565
O 0.155 0.303 7.423 -0.562
O 0.816 -3.409 -1.000 0.070
N 0.068 0.321 -1.249 0.048
N -0.544 1.973 -3.007 -0.063
N 1.932 1.726 -1.194 0.177
N 1.348 0.145 0.625 0.012
C -2.676 -3.450 -2.819 -0.107
C -0.427 1.621 4.545 -0.129
C 0.460 0.981 3.523 -0.702
C 7.443 -3.927 -7.060 -0.261
C -0.890 -0.592 -0.598 -0.117
C -0.616 5.942 -0.874 -0.211
C 1.524 -0.869 -5.919 -0.260
C 2.304 9.303 1.843 -0.264
C -3.167 -4.359 9.065 -0.268
C 1.697 -3.547 0.051 -0.500
C 1.211 1.639 2.631 -0.584
C 0.872 5.590 -0.964 -0.220
C 6.212 -5.832 -5.647 -0.265
C -8.456 -5.454 -0.532 -0.264
C 3.248 1.717 0.977 -0.248
C -6.460 -7.091 -1.218 -0.265
C -4.906 -2.200 -2.300 -0.206
C 4.049 -1.008 -6.717 -0.272
C -1.322 -6.183 8.419 -0.270
C -4.081 -3.055 -3.277 -0.238
C 2.727 3.957 -0.176 -0.120
C 2.146 -1.092 0.269 -0.100
C 1.697 -2.364 0.997 -0.097
C 1.597 -1.784 8.170 -0.265
C -3.706 -1.690 -0.108 -0.194
C -1.982 0.221 0.087 -0.164
C -4.134 -1.157 -1.473 -0.205
C 2.107 0.920 1.634 -0.240
C -2.319 6.134 -2.844 -0.104
C 1.115 0.777 -0.605 -0.240
C -0.227 9.581 2.663 -0.262
C -0.207 0.612 -2.669 -0.174
C 2.953 2.425 -0.355 -0.190
C 2.783 0.404 7.183 -0.271
C 0.224 2.320 -4.211 -0.098
C -1.126 6.756 -2.094 -0.237
C 1.314 4.545 0.060 -0.274
C -2.994 -0.667 0.797 -0.186
H -0.031 1.631 -5.014 0.078
H 2.549 -2.044 8.634 0.060
H -0.995 -0.053 -3.022 0.129
H 0.713 0.326 -3.200 0.100
H 7.479 -2.901 -7.423 0.050
H 1.389 -0.186 -6.757 0.067
H 6.196 -6.385 -6.586 0.062
H -2.742 5.302 -2.284 0.058
H 1.951 9.737 0.908 0.061
H -0.405 9.996 1.671 0.061
H -0.296 2.604 -2.259 0.093
H 1.423 -1.904 -6.246 0.062
H -1.349 7.777 -1.788 0.097
H 3.163 8.663 1.654 0.050
H 2.393 1.296 -2.000 0.150
H -2.518 -1.158 1.650 0.108
H -0.395 -1.293 0.062 0.097
H 1.199 5.314 -1.965 0.101
H -0.698 0.880 5.292 0.041
H 0.568 3.757 0.219 0.072
H 2.673 -0.086 6.215 0.043
H 1.573 -2.123 7.133 0.057
H 0.121 2.396 5.080 0.074
H -3.982 -2.504 -4.216 0.103
H -3.091 6.870 -3.067 0.064
H 2.799 1.484 7.054 0.048
H 1.292 2.234 -3.979 0.059
H -2.270 -4.217 -3.483 0.072
H 3.085 4.390 -1.115 0.112
H -8.345 -5.884 0.463 0.060
H -0.720 6.602 -0.018 0.071
H -1.998 -2.598 -2.913 0.046
H -9.116 -6.068 -1.145 0.056
H -2.055 -6.630 7.748 0.054
H -8.860 -4.446 -0.458 0.052
H -3.105 -2.599 -0.172 0.100
H -6.485 -7.409 -0.176 0.060
H 3.409 4.302 0.598 0.111
H 2.606 0.159 2.234 0.131
H -7.182 -7.655 -1.809 0.056
H 3.206 -0.926 0.462 0.130
H 8.346 -4.145 -6.490 0.057
H 5.113 -0.891 -6.520 0.053
H -2.013 5.727 -3.809 0.059
H -4.624 -1.984 0.403 0.116
H 0.045 3.340 -4.523 0.081
H 1.294 -3.483 -1.836 0.125
H -0.286 6.837 -2.790 0.093
H 0.783 -2.246 8.728 0.013
H 0.786 -0.658 -5.149 0.014
H 1.421 6.500 -0.711 0.107
H 4.032 0.982 0.773 0.148
H -1.459 -6.549 9.436 0.060
H -3.177 -4.848 10.039 0.060
H -3.310 -0.760 -2.074 0.090
H -3.456 -3.315 9.172 0.053
H -0.317 -6.420 8.074 0.050
H -1.251 5.077 -0.673 0.100
H -5.461 -7.235 -1.626 0.050
H 0.674 -2.260 1.356 0.082
H -1.342 -1.183 -1.390 0.091
H -3.757 -0.015 1.231 0.116
H 7.342 -4.613 -7.900 0.063
H -3.846 -4.860 8.375 0.054
H 2.037 -1.259 -0.803 0.126
H 2.356 -2.647 1.812 0.124
H 7.152 -5.993 -5.121 0.057
H -4.810 -0.315 -1.296 0.120
H -5.623 -1.645 -2.912 0.107
H -5.510 -2.808 -1.630 0.061
H -1.540 0.963 0.758 0.114
H 0.120 10.355 3.347 0.056
H -2.649 -3.858 -1.811 0.069
H -4.652 -3.959 -3.494 0.094
H 2.579 10.085 2.550 0.056
H -1.310 2.060 4.081 0.089
H 1.353 5.086 1.003 0.032
H 3.701 0.081 7.674 0.053
H 5.381 -6.145 -5.019 0.052
H 3.742 -0.312 -7.499 0.068
H 3.871 2.369 -0.941 0.150
H -1.142 9.136 3.048 0.053
H 3.847 -2.036 -7.006 0.022
H -2.504 0.796 -0.685 0.116
```

The orbital gap is 0.2890 hartree. As for the charge: +1. Its HOMO energy is -10.2 eV.